# 1
17
Properties=species:S:1:pos:R:3:forces:R:3:nbo_charge:R:1 method="wB97M-V/def2-TZVPD" gap_ev=9.6 smiles="NCNCCC=O"
N -2.0321 -0.5301 -0.9979 -0.8 -1.9 1.7 -0.831
C -1.9031 0.5727 -0.0435 1.3 0.2 -0.6 -0.046
N -0.4731 0.9848 -0.0636 -0.6 0.1 1.1 -0.650
C 0.2899 0.5851 1.2297 -0.6 2.3 -2.9 -0.217
C 1.7256 0.3599 0.8658 -1.3 -1.8 0.9 -0.535
C 1.8208 -0.6057 -0.2752 0.8 -0.6 -2.9 0.460
O 0.9655 -1.3281 -0.8213 2.6 1.7 2.2 -0.541
H -1.3931 -1.2345 -0.5675 -0.4 0.3 -1.0 0.358
H -2.9748 -0.9867 -0.8477 1.1 0.8 -0.5 0.349
H -2.6030 1.3141 -0.3527 -0.2 1.1 -0.3 0.166
H -2.1514 0.3551 0.9685 -0.3 -0.5 1.1 0.142
H -0.1401 0.5270 -0.9158 0.3 0.3 0.7 0.377
H -0.1306 -0.2811 1.6138 -0.8 -1.8 1.0 0.179
H 0.1746 1.4137 1.9236 0.0 -0.1 0.1 0.203
H 2.3277 0.0304 1.7228 -0.2 -0.4 -0.1 0.248
H 2.2348 1.2259 0.5859 0.6 1.6 -0.9 0.237
H 2.8693 -0.3940 -0.7912 -1.6 -1.1 0.5 0.100

---

# 2
17
Properties=species:S:1:pos:R:3:forces:R:3:nbo_charge:R:1 method="wB97M-V/def2-TZVPD" gap_ev=9.4 smiles="CNC(=O)N(C)C"
C 2.6337 -0.0893 -0.7231 -1.9 0.1 1.6 -0.542
N 1.3860 0.2705 0.1257 -1.4 0.3 -1.2 -0.693
C 0.3989 -0.6505 0.3574 -0.3 0.1 -0.3 0.778
O 0.6352 -1.8318 0.5781 -0.1 0.3 -0.3 -0.660
N -0.8551 -0.1186 0.2551 -0.1 -0.1 0.1 -0.445
C -1.9939 -0.9555 0.5346 -0.2 -0.1 0.1 -0.412
C -1.0864 1.2547 -0.1377 -0.1 0.1 0.0 -0.414
H 2.8092 -0.0517 0.4134 3.9 -0.5 -2.0 0.341
H 2.4473 -1.0658 -1.1905 0.3 0.2 0.7 0.220
H 2.6758 0.6506 -1.5567 0.7 -0.2 1.2 0.206
H 1.2834 1.2538 0.2976 -0.4 -0.1 -0.1 0.392
H -2.5621 -0.5608 1.3829 -0.1 -0.1 0.0 0.186
H -1.6301 -1.9563 0.7685 -0.1 0.1 0.0 0.250
H -2.6481 -1.0068 -0.3445 0.0 0.0 0.1 0.188
H -0.3926 1.5699 -0.9251 -0.2 -0.1 0.2 0.208
H -2.0962 1.3328 -0.5434 0.0 0.0 0.1 0.211
H -1.0048 1.9547 0.7078 0.0 -0.1 -0.1 0.186

---

# 3
17
Properties=species:S:1:pos:R:3:forces:R:3:nbo_charge:R:1 method="wB97M-V/def2-TZVPD" gap_ev=9.6 smiles="CN(C)CC(N)=O"
C 0.9680 1.5854 0.1964 -1.6 0.4 -0.9 -0.419
N 0.4790 0.2256 -0.1642 2.1 -1.8 -1.3 -0.469
C 1.5607 -0.7646 -0.6771 -0.2 1.8 0.8 -0.421
C -0.3273 -0.5145 0.7788 -1.0 2.4 0.2 -0.330
C -1.8738 -0.2166 0.5829 1.7 -1.5 0.4 0.685
N -2.3457 0.0194 -0.7261 -1.1 -1.1 1.2 -0.858
O -2.5743 -0.5805 1.4772 -1.3 0.2 0.6 -0.556
H 0.1106 2.3172 0.3117 0.5 -1.1 -0.2 0.203
H 1.5728 2.0924 -0.6024 -0.3 -1.1 0.6 0.213
H 1.4463 1.6174 1.1456 0.9 -0.1 0.8 0.178
H 1.1443 -1.5886 -1.2652 -0.2 0.8 -0.6 0.202
H 2.3850 -0.1803 -1.1176 -0.6 -0.4 -0.6 0.204
H 2.0763 -1.3267 0.0944 0.0 0.2 1.0 0.173
H -0.3801 -1.5512 0.6023 0.3 -1.4 -1.4 0.222
H 0.0660 -0.6408 1.8138 -0.6 1.3 0.0 0.202
H -2.6484 -0.8730 -1.1415 -0.4 0.7 0.5 0.388
H -1.6595 0.3794 -1.3091 1.8 0.8 -1.1 0.382

---

# 4
17
Properties=species:S:1:pos:R:3:forces:R:3:nbo_charge:R:1 method="wB97M-V/def2-TZVPD" gap_ev=10.4 smiles="NCNCCC=O"
N -2.4434 0.3378 -0.4675 -1.3 -0.3 0.8 -0.870
C -1.8504 -0.6023 0.5828 -1.0 0.0 -0.3 -0.057
N -0.3750 -0.8163 0.6622 0.1 3.5 -0.4 -0.617
C 0.3671 0.5339 0.3773 -1.3 0.6 0.8 -0.247
C 1.8779 0.5016 0.2796 0.9 -3.2 -0.9 -0.516
C 2.5754 -0.1468 -1.0043 -3.1 -0.3 -0.3 0.443
O 2.0825 -0.1335 -2.1289 1.4 0.0 2.1 -0.526
H -2.4723 -0.1538 -1.3586 -0.2 0.2 0.0 0.350
H -3.4890 0.5855 -0.1980 3.0 -0.9 -0.7 0.365
H -2.3796 -1.6217 0.4909 1.0 1.4 0.6 0.175
H -2.1483 -0.0328 1.4839 0.3 -0.9 0.0 0.176
H -0.0065 -1.4235 -0.0227 -0.1 -1.1 -1.0 0.351
H -0.0214 1.0883 -0.4784 -0.2 -0.6 -0.4 0.212
H 0.0584 1.2232 1.1968 0.4 -0.6 -0.1 0.198
H 2.4198 1.4038 0.1580 -0.1 1.8 0.7 0.239
H 2.3084 -0.0642 1.1261 -0.1 0.4 -0.2 0.211
H 3.4962 -0.6791 -0.6990 0.3 0.2 -0.7 0.112

---

# 5
17
Properties=species:S:1:pos:R:3:forces:R:3:nbo_charge:R:1 method="wB97M-V/def2-TZVPD" gap_ev=8.8
H 0.8597 -2.2038 0.5295 0.0 0.3 -0.3 0.357
N 0.1585 -1.6381 1.0085 0.8 1.4 1.7 -0.615
C 0.6149 -0.4616 1.3515 0.1 -2.3 0.3 0.222
C 1.9660 0.0701 1.0237 0.1 0.0 -0.3 -0.713
H -0.0097 0.1219 2.0232 -0.2 0.2 -0.3 0.181
H 1.9416 1.1525 0.8978 0.0 0.0 0.1 0.232
H 2.6666 -0.1731 1.8262 0.0 0.1 0.0 0.247
H 2.3344 -0.3782 0.0973 -0.1 0.0 0.1 0.244
N -1.7682 1.2949 -1.5726 -0.2 0.1 -0.2 -0.818
C -1.0244 0.9005 -0.4143 0.6 -2.5 0.0 -0.290
C -0.6330 -0.7968 -0.6737 -1.7 4.3 -2.5 0.377
O 0.1355 -1.0299 -1.5882 0.2 -0.6 0.8 -0.639
H -2.6163 0.7497 -1.6770 0.0 0.0 0.0 0.354
H -1.2198 1.1614 -2.4147 0.0 0.0 0.1 0.368
H -1.6491 0.9697 0.4772 0.1 0.1 0.0 0.180
H -0.1347 1.5219 -0.3299 0.1 -0.1 0.1 0.182
H -1.6219 -1.2612 -0.5645 0.2 -0.9 0.5 0.130

---

# 6
17
Properties=species:S:1:pos:R:3:forces:R:3:nbo_charge:R:1 method="wB97M-V/def2-TZVPD" gap_ev=3.8
C -0.5033 0.6139 2.9525 -0.4 -0.2 0.6 0.437
N 0.6493 0.7858 2.2688 0.5 0.4 -0.3 -0.377
C 0.6863 0.2471 0.9782 -1.3 0.6 0.2 -0.478
C -1.5881 0.3237 -1.8838 0.9 0.3 0.5 -0.407
C -0.8339 -0.6394 -1.4020 -1.5 0.1 0.4 -0.247
N 1.7255 -0.6166 -1.6873 0.3 1.3 -1.0 -0.828
O -1.5832 0.2415 2.5018 0.0 -0.1 -0.4 -0.561
H -0.4527 0.8865 4.0155 0.2 0.0 0.0 0.118
H 1.4907 -0.5045 0.8919 -0.1 -0.1 -0.3 0.232
H 0.8396 1.0576 0.2356 0.7 -0.1 0.1 0.232
H -0.2910 -0.1627 0.7039 0.3 -0.6 0.1 0.222
H -2.6670 0.3360 -1.7729 -0.1 -0.2 -0.2 0.231
H -1.1074 1.2229 -2.2412 -0.1 0.2 -0.4 0.215
H -1.2343 -1.4480 -0.8016 0.4 -0.3 -0.1 0.215
H 0.4230 -0.5357 -1.5966 1.1 -0.5 0.3 0.269
H 2.0988 -1.3747 -2.2523 -0.5 -0.4 0.3 0.362
H 2.3477 -0.4335 -0.9104 -0.4 -0.3 0.3 0.365

---

# 7
17
Properties=species:S:1:pos:R:3:forces:R:3:nbo_charge:R:1 method="wB97M-V/def2-TZVPD" gap_ev=10.5 smiles="CCC(=O)NCN"
C 0.3532 -1.8661 1.1727 -0.3 0.1 -0.1 -0.594
C -0.7385 -1.1016 0.4170 0.1 0.1 -0.2 -0.503
C -0.2396 -0.7148 -0.9542 0.1 0.7 0.1 0.690
O -0.5717 -1.2869 -1.9654 0.2 -0.4 -0.1 -0.582
N 0.7034 0.3061 -0.9742 0.4 -0.4 -0.3 -0.654
C 0.6043 1.5335 -0.2542 -0.6 0.8 0.2 -0.051
N -0.5576 2.3456 -0.7010 0.0 -0.3 0.4 -0.827
H 0.7284 -2.6818 0.5627 0.0 -0.2 0.0 0.216
H -0.0585 -2.2714 2.0941 0.1 0.0 0.1 0.213
H 1.1879 -1.2079 1.3976 0.1 0.0 0.1 0.209
H -0.9960 -0.2089 0.9856 -0.2 0.0 0.1 0.204
H -1.6272 -1.7009 0.2459 -0.1 -0.1 0.2 0.232
H 1.2090 0.3775 -1.8444 -0.4 0.0 -0.2 0.400
H 1.4842 2.1373 -0.4603 0.2 -0.1 0.0 0.194
H 0.5470 1.3922 0.8257 0.2 -0.4 0.1 0.160
H -0.6299 3.1364 -0.0625 0.1 0.1 -0.2 0.349
H -1.3984 1.8116 -0.4850 0.0 0.0 -0.3 0.344

---

# 8
17
Properties=species:S:1:pos:R:3:forces:R:3:nbo_charge:R:1 method="wB97M-V/def2-TZVPD" gap_ev=9.8 smiles="CCNCC(N)=O"
C -1.4099 -2.5798 -0.9011 3.1 0.0 0.5 -0.624
C -0.9523 -1.3861 0.1340 1.7 -0.2 -2.2 -0.220
N 0.4989 -0.9103 -0.2268 -0.4 -1.1 -0.2 -0.656
C 1.1865 0.1043 0.5925 0.1 -0.8 0.4 -0.315
C 0.3932 1.4040 0.3294 0.2 1.0 2.1 0.664
N 0.7675 2.1638 -0.7568 1.4 -2.7 -0.4 -0.835
O -0.4468 1.7462 1.1586 0.5 -0.1 -1.2 -0.613
H -2.1054 -2.3201 -1.6410 -0.8 1.5 -1.1 0.210
H -0.5302 -3.0681 -1.5304 -1.5 1.0 1.7 0.205
H -1.9818 -3.3534 -0.4394 0.2 -0.8 1.0 0.211
H -1.5972 -0.5179 -0.1490 0.4 -0.7 1.1 0.214
H -0.9116 -1.6964 1.2004 -0.8 0.2 -0.7 0.192
H 1.1578 -1.6886 -0.3440 -0.9 0.1 0.1 0.359
H 1.3805 -0.1689 1.7016 -1.4 0.8 -1.2 0.191
H 2.2529 0.1340 0.2973 -0.6 0.3 -0.7 0.203
H 1.3631 1.6232 -1.4363 -1.1 1.4 0.9 0.402
H 0.3757 3.0577 -0.9713 -0.3 0.0 -0.1 0.411

---

# 9
17
Properties=species:S:1:pos:R:3:forces:R:3:nbo_charge:R:1 method="wB97M-V/def2-TZVPD" gap_ev=9.1 smiles="CN(C)CC(N)=O"
C -1.2746 0.2465 0.7473 3.0 1.1 1.8 -0.433
N -0.2773 -0.7796 0.3444 -1.6 -1.1 -1.7 -0.465
C -0.9024 -1.9558 -0.3542 4.4 -1.4 3.1 -0.399
C 0.9524 -0.3965 -0.3226 1.2 0.7 0.7 -0.285
C 1.2075 1.1468 -0.6234 -1.3 -1.2 0.9 0.657
N 1.0920 2.1907 0.2226 1.9 2.1 -0.7 -0.837
O 1.4991 1.4504 -1.7197 1.6 0.0 -4.4 -0.602
H -2.3040 0.0351 0.6093 -0.8 -0.6 -0.6 0.205
H -1.0820 0.2208 1.8559 -0.8 0.9 -0.7 0.193
H -1.0284 1.2920 0.3651 -0.6 -1.5 0.3 0.197
H -1.8669 -1.9911 -0.0910 -4.0 0.4 -0.2 0.197
H -0.6315 -2.9638 0.1962 0.4 1.6 -1.0 0.176
H -0.5597 -2.0773 -1.3538 -0.4 0.1 -1.1 0.189
H 0.9907 -0.9411 -1.3369 0.5 1.1 1.5 0.216
H 1.8511 -0.6626 0.3669 -1.2 0.0 -1.4 0.199
H 1.6121 3.0986 0.0055 -1.3 -2.2 0.2 0.416
H 0.7220 2.0869 1.0882 -0.9 -0.2 3.1 0.376

---

# 10
17
Properties=species:S:1:pos:R:3:forces:R:3:nbo_charge:R:1 method="wB97M-V/def2-TZVPD" gap_ev=10.5 smiles="CCCNC(N)=O"
C -1.3987 1.3781 -1.6612 4.7 1.2 -0.7 -0.612
C -1.4094 0.8951 -0.2894 -0.6 -1.5 4.9 -0.420
C -0.0158 0.7298 0.3757 -1.8 -3.0 1.5 -0.207
N 0.6572 -0.6261 0.0349 -0.6 1.6 0.4 -0.666
C 1.1890 -1.3296 1.1069 0.7 2.2 2.5 0.777
N 2.0652 -2.3910 0.8224 -0.1 -0.7 2.1 -0.864
O 0.9892 -0.8858 2.2768 1.0 -2.2 -2.7 -0.653
H -2.0759 2.1295 -1.7067 -2.7 1.8 -1.2 0.220
H -1.3895 0.6158 -2.4502 -0.2 0.5 0.2 0.220
H -0.3798 2.0853 -1.7322 -2.2 -2.0 -0.3 0.181
H -1.9122 1.5810 0.5512 0.6 -0.9 -2.4 0.214
H -1.9681 -0.0830 -0.1226 0.5 1.0 -0.4 0.204
H -0.1778 0.8227 1.5000 0.7 -0.4 -1.6 0.236
H 0.5301 1.5291 0.0080 1.7 1.3 -0.5 0.183
H 0.0575 -1.1850 -0.5414 0.0 -0.3 -0.5 0.384
H 2.7935 -2.4785 0.1195 -0.9 0.9 -0.4 0.407
H 2.4458 -2.7874 1.7083 -0.8 0.6 -1.0 0.397

---

# 11
17
Properties=species:S:1:pos:R:3:forces:R:3:nbo_charge:R:1 method="wB97M-V/def2-TZVPD" gap_ev=10.2 smiles="C[C@H](N)CC(N)=O"
C -1.0555 -0.0188 1.7828 1.2 0.5 0.6 -0.638
C -0.7142 0.8119 0.5454 -1.6 -0.2 -1.3 -0.032
N -1.9206 1.5799 0.1070 1.3 -0.7 -0.8 -0.851
C -0.2971 -0.0189 -0.6993 -0.5 0.0 1.8 -0.519
C 1.0684 -0.5911 -0.5441 1.2 -0.7 -1.6 0.682
N 1.7224 -0.9346 -1.7189 0.4 0.0 -0.5 -0.843
O 1.5814 -0.9138 0.5048 -0.2 0.4 0.4 -0.612
H -1.5567 -0.9702 1.6059 0.2 -0.1 -0.5 0.206
H -1.7236 0.5228 2.4523 0.1 0.3 0.0 0.204
H -0.1104 -0.1735 2.3114 -0.3 -0.5 0.1 0.239
H 0.0977 1.5301 0.6426 -0.1 0.1 0.8 0.196
H -2.0485 2.3710 0.6944 -0.6 0.4 0.6 0.361
H -2.7016 0.9405 0.1030 -0.4 0.3 0.2 0.351
H -0.9002 -0.9358 -0.7002 -0.4 0.3 -0.5 0.229
H -0.4837 0.6502 -1.5288 0.2 -0.4 -0.5 0.245
H 2.6356 -1.3328 -1.6473 0.3 -0.3 0.7 0.390
H 1.5897 -0.6829 -2.6869 -1.0 0.5 0.4 0.393

---

# 12
17
Properties=species:S:1:pos:R:3:forces:R:3:nbo_charge:R:1 method="wB97M-V/def2-TZVPD" gap_ev=9.7 smiles="CNC(=O)[C@H](C)N"
C -1.6253 -1.4093 -1.3133 1.4 2.5 1.0 -0.401
N -1.5512 -0.2759 -0.3303 2.6 0.7 -0.4 -0.684
C -0.4353 0.6060 -0.0716 1.2 0.3 -0.7 0.699
O -0.3936 1.8494 -0.0250 -1.0 -3.5 0.2 -0.575
C 0.9220 -0.2589 0.2407 -0.8 1.6 -0.7 -0.121
C 0.8081 -0.4815 1.7984 1.9 -2.2 -0.6 -0.639
N 2.0702 0.4483 -0.3729 0.8 0.4 0.8 -0.864
H -2.3069 -2.0268 -0.7947 -1.2 -1.1 -0.6 0.210
H -0.6676 -1.8634 -1.2272 0.7 -0.8 -0.5 0.195
H -1.8017 -1.0419 -2.3535 -0.3 -0.6 0.9 0.202
H -2.4404 -0.0115 -0.0605 -1.8 1.4 0.5 0.380
H 0.8704 -1.1664 -0.3638 -0.2 -0.2 0.7 0.191
H 1.1969 0.3303 2.3797 -0.6 1.1 0.0 0.223
H -0.1987 -0.8407 2.0551 0.3 0.5 0.1 0.225
H 1.5428 -1.2695 2.1937 -1.0 0.5 -1.0 0.208
H 2.4528 1.2476 0.1692 -0.6 -1.0 -0.6 0.374
H 2.8507 -0.0979 -0.8015 -1.3 0.4 1.0 0.376

---

# 13
17
Properties=species:S:1:pos:R:3:forces:R:3:nbo_charge:R:1 method="wB97M-V/def2-TZVPD" gap_ev=10.1 smiles="C=N[C@H](O)[C@H](C)N"
C 2.6021 -0.1027 -0.6614 0.5 0.4 0.7 -0.075
N 1.4356 0.2898 -0.8922 -1.4 1.2 1.7 -0.436
C 0.4105 0.5722 0.3795 3.9 -1.4 -4.0 0.248
O 1.0610 0.3623 1.5814 0.3 0.3 -0.1 -0.730
C -0.6261 -0.4509 0.0530 -2.3 2.0 2.7 -0.077
C -1.3447 -0.2664 -1.2671 0.3 -0.2 0.1 -0.625
N -1.4980 -0.0280 1.2846 -0.1 -1.6 -0.6 -0.894
H 3.3163 -0.1724 -1.4822 -0.2 -0.4 -0.2 0.165
H 3.0140 -0.2646 0.3432 -0.2 0.0 0.0 0.159
H 0.1069 1.6072 0.1781 -0.1 -0.2 0.2 0.169
H 0.4586 0.6237 2.2913 -0.1 -0.2 -0.2 0.502
H -0.2514 -1.4616 0.2177 0.0 0.2 0.1 0.211
H -0.6384 -0.4127 -2.0800 -0.1 -0.1 -0.1 0.242
H -1.7421 0.7445 -1.3546 0.0 0.1 0.0 0.203
H -2.1694 -0.9736 -1.3463 0.0 0.0 -0.1 0.211
H -2.0111 -0.8139 1.6667 -0.3 0.2 -0.1 0.366
H -2.1237 0.7470 1.0883 0.0 -0.3 -0.3 0.361

---

# 14
17
Properties=species:S:1:pos:R:3:forces:R:3:nbo_charge:R:1 method="wB97M-V/def2-TZVPD" gap_ev="7.4 / 6.8"
C 0.3876 1.1127 0.4168 -2.2 -0.6 0.0 -0.266
C 0.6136 1.6674 -0.9698 -0.1 -0.1 -0.2 -0.649
C 0.8472 -1.6668 -0.3368 -1.7 -0.3 -0.6 0.436
O 1.6911 -1.8798 -1.1798 0.3 0.4 0.0 -0.582
H 0.9858 -1.6967 0.7486 0.0 -0.2 0.0 0.129
H 1.2924 0.7030 0.8699 -0.3 -0.3 0.0 0.196
H -0.0467 1.8614 1.0769 0.1 0.0 0.1 0.202
H 1.1714 0.9656 -1.5968 0.0 0.1 0.0 0.213
H 1.1665 2.6123 -0.9357 0.0 -0.2 0.1 0.224
H -0.3428 1.8849 -1.4576 0.1 -0.1 0.1 0.216
N -0.4965 -1.2861 -0.6907 1.9 -2.5 -0.1 -0.597
C -1.4570 -0.4064 1.5293 0.3 -0.6 1.0 -0.375
N -0.9745 0.0195 0.3593 1.3 4.6 -0.1 -0.337
H -0.5494 -0.9809 -1.6602 -0.2 -0.2 0.1 0.422
H -1.3411 -1.7704 -0.3494 0.7 -0.1 -0.3 0.407
H -1.3903 -1.4568 1.8391 -0.6 0.2 -0.4 0.171
H -1.5571 0.3170 2.3371 0.5 -0.1 0.0 0.190

---

# 15
17
Properties=species:S:1:pos:R:3:forces:R:3:nbo_charge:R:1 method="wB97M-V/def2-TZVPD" gap_ev=9.6 smiles="CNCC(=O)NC"
C 2.0939 -1.2014 -1.2282 0.7 -0.6 0.8 -0.427
N 1.4090 -1.2098 0.0780 -1.1 0.1 -0.5 -0.606
C 0.5644 -0.0186 0.3041 0.8 -0.9 -0.2 -0.334
C -0.7251 0.0826 -0.5225 0.9 0.7 1.0 0.666
O -0.7762 -0.3664 -1.6366 -0.3 -0.1 -0.6 -0.584
N -1.7196 0.8806 0.0166 0.1 0.2 -0.3 -0.648
C -1.9561 1.1888 1.4183 -0.5 0.2 -0.4 -0.409
H 2.9085 -1.9306 -1.1797 -0.3 -0.3 0.0 0.192
H 1.4343 -1.4551 -2.0530 0.1 0.5 -0.3 0.204
H 2.6631 -0.2823 -1.3218 -0.4 0.5 -0.4 0.188
H 0.7314 -1.9686 0.0098 0.4 -0.2 0.3 0.346
H 1.2134 0.8237 0.0427 -0.4 0.3 0.0 0.217
H 0.3707 0.0460 1.3619 -0.1 0.1 0.3 0.200
H -2.0078 1.6066 -0.6253 -0.5 -0.4 -0.1 0.397
H -1.4249 0.5105 2.0720 0.3 0.2 0.1 0.208
H -3.0146 1.0515 1.6456 -0.1 -0.1 -0.1 0.199
H -1.7644 2.2427 1.6181 0.5 -0.1 0.3 0.192

---

Max |F| values (in eV Å⁻¹) by entry order: 3.8, 4.4, 3.1, 3.5, 5.3, 1.7, 1.0, 3.2, 5.5, 5.2, 2.1, 3.7, 5.8, 4.7, 1.5.
ΔE to the lowest compared entry with this formula, charge and spin values (in kcal/mol) by entry order: 64.7, 78.3, 59.3, 68.9, 88.7, 226.2, 21.1, 50.1, 74.8, 47.4, 21.4, 55.3, 64.6, 166.2, 40.7.